Here is a molecular structure, C3H4CuFO3 from the Open Molecules 2025 dataset. Energies are from ωB97M-V/def2-TZVPD.

HOMO energy   -9.36 eV
Energy relative to the best compared isomer or geometry (same formula, charge and spin)   0.0 kcal per mole
Gap between HOMO and LUMO   7.37 eV
LUMO   -1.991 eV

ORCA input file:
```
! RIJCOSX wB97M-V def2-TZVPD def2/J DEFGRID3
* xyz 0 1
Cu 2.84 1.95 1.88
F -1.19 -1.15 -2.35
O -0.34 -0.46 1.09
O 0.71 1.13 2.22
O 1.62 0.37 0.35
C -0.28 -0.58 -1.31
C -1.13 -0.27 -0.08
C 0.74 0.33 1.26
H -1.50 0.76 -0.12
H 0.40 -1.43 -1.12
H -1.96 -0.98 -0.01
H 0.08 0.33 -1.79
*
```

Here is a molecular structure, C22H60BeNO24S7 from the Open Molecules 2025 dataset. Energies are from ωB97M-V/def2-TZVPD.

HOMO energy   -11.41 eV
Gap between HOMO and LUMO   6.76 eV
LUMO   -4.653 eV

ORCA input file:
```
! RIJCOSX wB97M-V def2-TZVPD def2/J DEFGRID3
* xyz 1 1
S -4.05 3.57 0.94
S -0.43 -0.09 -4.17
S -4.01 -0.23 -2.35
S 2.47 2.77 -0.66
S 3.68 -2.11 -1.25
S -2.73 -4.21 0.69
S 2.50 -0.78 4.30
O 3.58 2.31 -1.75
O -3.23 3.06 -0.15
O -5.48 3.55 0.89
O -3.02 0.82 -2.17
O -0.27 0.10 -0.52
O 3.49 -1.05 3.02
O 3.22 -1.18 5.49
O -3.82 -1.22 -3.36
O 2.75 -2.48 -2.58
O -3.54 5.09 1.20
O 1.17 2.66 -1.29
O 2.96 3.98 -0.03
O -3.86 -4.29 -0.21
O -3.11 -3.17 1.89
O -4.21 -1.03 -0.95
O -0.61 -0.32 1.69
O -1.13 1.61 0.80
O -0.40 1.12 -3.34
O -2.27 -5.44 1.29
O 1.01 -0.17 -4.90
O 3.98 -0.71 -1.36
O -1.50 -0.33 -5.11
O 4.69 -3.14 -1.19
O 1.93 0.54 4.18
N -0.59 1.54 3.71
C 2.14 0.43 -4.25
C 4.80 -1.52 3.29
C 3.30 -3.39 -3.57
C -0.42 -1.57 -3.13
C 1.20 -2.11 3.99
C 2.58 1.41 0.57
C -2.28 -3.06 3.02
C 2.19 -3.52 -4.60
C 4.94 2.15 -1.31
C -2.71 -1.85 3.82
C -5.55 -0.11 0.85
C -5.66 0.56 -2.58
C 3.31 0.52 -5.21
C -4.15 -0.24 0.23
C -3.59 2.70 2.41
C 5.44 -1.95 1.97
C -4.23 5.83 2.19
C 5.86 2.25 -2.50
C 2.42 -2.35 -0.01
C -0.70 0.38 0.63
C -3.83 7.27 1.94
C -1.39 -3.29 -0.08
Be -1.16 2.22 -1.43
H -5.62 1.01 -3.57
H -1.72 -2.25 -0.12
H -0.52 -2.39 -3.83
H -6.42 -0.21 -2.53
H 3.55 1.50 1.04
H -3.90 5.54 3.19
H 6.91 2.10 -2.25
H 2.79 -2.25 1.01
H -1.21 -3.11 2.83
H -0.57 0.98 2.83
H 3.56 -4.34 -3.11
H -4.08 7.51 0.91
H 5.26 2.78 -0.47
H 4.69 -2.45 3.85
H -0.60 2.53 3.49
H 1.96 -2.57 -5.08
H -5.30 5.65 2.10
H 6.43 -2.34 2.21
H -1.20 -1.57 -2.38
H -3.58 -0.83 0.94
H 5.69 3.11 -3.15
H 5.61 1.41 -3.16
H 1.90 1.44 -3.93
H -3.76 1.63 2.31
H 1.25 -3.75 -4.10
H 4.97 -2.86 1.59
H 2.47 -0.26 -3.47
H -0.50 -3.35 0.54
H 2.37 -4.34 -5.29
H -5.42 -0.23 1.93
H -2.50 -3.91 3.67
H 3.65 -0.45 -5.57
H 1.74 1.69 1.21
H 4.07 1.17 -4.80
H -2.76 7.42 2.10
H -2.20 -1.71 4.77
H 2.31 0.51 0.03
H 1.67 -3.00 4.39
H 5.49 -0.89 3.85
H 4.97 1.15 -0.88
H -1.27 -3.71 -1.08
H -3.66 0.73 0.22
H 4.18 -2.90 -3.97
H 5.47 -1.19 1.20
H -6.07 0.79 0.51
H -6.14 -0.92 0.43
H -1.42 1.33 4.25
H -4.25 2.99 3.23
H 0.28 -1.76 4.46
H -3.79 -1.84 4.01
H 0.27 1.41 4.24
H 0.57 -1.61 -2.67
H -2.40 -0.95 3.27
H 3.01 0.97 -6.16
H -2.54 2.87 2.65
H -4.39 8.01 2.51
H 2.10 -3.39 0.05
H -5.70 1.39 -1.88
H 1.57 -1.72 -0.26
H 1.03 -2.08 2.92
*
```

Here is a molecular structure, C29H27NO6S2W from the Open Molecules 2025 dataset. Energies are from ωB97M-V/def2-TZVPD.

HOMO energy (spin up / spin down)   -14.19 / -14.42 eV
Energy relative to the best compared isomer or geometry (same formula, charge and spin)   0.0 kcal per mole
Gap between HOMO and LUMO (spin up / spin down)   7.22 / 7.26 eV
LUMO (spin up / spin down)   -6.976 / -7.157 eV
<S²>   2.017

ORCA input file:
```
! RIJCOSX wB97M-V def2-TZVPD def2/J DEFGRID3
* xyz 2 3
W 0.45 0.39 -0.50
S 2.37 -1.97 0.98
S -2.16 -1.43 -0.97
O 1.75 0.92 0.98
O -1.86 2.98 -2.78
O 3.11 2.36 2.03
O -0.88 1.26 -1.76
O 1.07 -1.36 0.42
O -0.66 -1.19 -1.34
N 0.69 2.58 -0.45
C -3.33 0.96 -0.03
C 1.76 0.61 -2.70
C 1.93 -3.72 0.84
C -1.70 -4.18 1.79
C 2.84 -1.29 -1.62
C -0.54 -4.07 1.03
C -1.42 0.04 1.15
C 1.24 -0.25 -3.68
C -0.07 3.36 -1.24
C 2.25 2.12 1.24
C 0.99 5.31 -0.40
C -3.10 -0.91 -2.40
C 1.57 3.14 0.38
C -1.04 2.54 -2.03
C -1.34 1.21 1.91
C -2.24 2.27 1.72
C -3.24 2.10 0.77
C 1.55 -1.59 -3.64
C 2.33 -2.11 -2.59
C -2.41 -0.05 0.15
C 3.58 -1.79 -0.42
C 1.76 4.51 0.43
C 2.58 0.10 -1.69
C 0.05 4.73 -1.25
C -2.15 3.52 2.53
C 0.75 -3.84 3.05
C -1.64 -4.11 3.17
C -0.41 -3.94 3.80
C 0.68 -3.91 1.66
H 1.76 -3.93 -0.22
H -2.83 -1.60 -3.20
H 1.19 -2.26 -4.41
H -2.95 3.54 3.28
H 4.33 -1.08 -0.07
H -2.87 0.12 -2.67
H -0.59 1.28 2.69
H 4.05 -2.76 -0.56
H 0.63 0.15 -4.48
H -0.36 -3.90 4.88
H -0.59 -4.14 -0.05
H -3.96 2.89 0.61
H -1.20 3.60 3.06
H 2.79 -4.30 1.20
H -2.54 -4.20 3.76
H -2.66 -4.34 1.30
H -4.15 -1.05 -2.15
H 2.55 -3.17 -2.57
H -0.85 -0.83 1.45
H 1.70 -3.72 3.55
H 1.66 1.69 -2.82
H 1.12 6.39 -0.39
H 3.14 0.77 -1.05
H -4.09 0.91 -0.79
H -2.28 4.41 1.91
H -0.58 5.31 -1.90
H 2.49 4.91 1.12
*
```

no.,E_tot (eV)
1,-56673.70269
2,-150654.87165
3,-67769.61883